14
Properties=species:S:1:pos:R:3:forces:R:3 method="wB97M-V/def2-TZVPD" e_lumo_ev=0.5 e_homo_ha=-0.30137
O 0.99179 -1.09724 -1.45425 0.03 0.08 -0.09
N -0.10411 -0.72371 0.54421 0.15 0.13 -0.31
C -1.30475 2.15497 0.98928 0.31 -0.08 -0.32
C 0.32426 -0.29985 -0.56865 -0.19 0.07 0.37
C -0.53373 1.85559 -0.05798 -0.15 -0.20 0.25
C 0.09935 -2.10520 0.91933 0.03 -0.21 0.07
C 0.11171 1.10705 -0.95764 -0.05 0.10 0.08
H -0.78408 2.65490 1.81755 -0.08 -0.02 -0.11
H -0.11843 -2.20631 1.98683 0.06 -0.04 -0.19
H 0.46830 1.51129 -1.89862 -0.09 -0.07 0.16
H 1.27848 -0.58016 -2.21769 -0.07 -0.08 0.13
H 1.12301 -2.45587 0.73324 -0.13 0.06 0.00
H -0.58355 -2.76999 0.37399 0.10 0.09 0.05
H -0.96824 2.95454 -0.20960 0.07 0.16 -0.08